Record 1
The following is a DFT calculation (ωB97M-V/def2-TZVPD) of an isolated ion of composition C5H9N2 and charge +1.

Structure (XYZ):
```
16
C5H9N2 ωB97M-V/def2-TZVPD
C 2.035 -0.391 0.135
C -1.112 1.645 0.313
C 2.007 0.879 -0.537
C -0.189 -0.691 0.513
C -1.054 -1.446 -0.633
N 1.134 -1.142 0.527
N -0.371 0.656 0.224
H 3.093 -0.878 0.013
H -2.109 1.751 0.704
H -0.771 2.637 -0.162
H 2.033 1.834 -0.076
H 2.013 0.838 -1.594
H -0.423 -0.910 1.600
H -1.780 -0.798 -0.996
H -1.461 -2.339 -0.308
H -0.185 -1.566 -1.298
```

- Electronic energy: -304.99016 Eh
- Charge: +1
- E_LUMO (alpha / beta): -6.73 / -6.72 eV
- Gap between HOMO and LUMO (alpha / beta): 8.07 / 8.07 eV
- Energy above the lowest of the compared OMol25 structures with the same formula, charge and spin: 629.8 kJ/mol

These are the Mulliken partial charges, in e, on atoms 1 to 8:
1 C 0.065
2 C -0.214
3 C -0.260
4 C 0.309
5 C -1.091
6 N -0.443
7 N -0.288
8 H 0.329

=====

Record 2
The following is a DFT calculation (ωB97M-V/def2-TZVPD) of a 2-piece molecular cluster, C6H12O overall.

Structure (XYZ):
```
19
C6H12O ωB97M-V/def2-TZVPD
C 1.484 1.589 -1.395
C 0.535 0.676 -1.203
C 0.270 0.010 0.131
C 1.388 -1.008 0.220
O 2.020 -1.267 1.214
C -1.084 -0.720 0.283
C -1.288 -1.285 1.693
H 2.034 2.017 -0.558
H 1.673 2.004 -2.381
H -0.071 0.335 -2.045
H 0.386 0.719 0.962
H 1.604 -1.503 -0.754
H -1.137 -1.538 -0.450
H -1.906 -0.034 0.044
H -2.223 -1.853 1.757
H -1.338 -0.481 2.437
H -0.470 -1.950 1.986
H -0.636 2.247 -0.990
H -1.340 2.049 -0.832
```

- Electronic energy: -310.96090 Eh
- E_LUMO: 1.08 eV
- SMILES string: C=C[C@H](C=O)CC.[H][H]
- Gap between HOMO and LUMO: 10.62 eV
- Energy above the lowest of the compared OMol25 structures with the same formula, charge and spin: 258.3 kJ/mol

These are the Mulliken partial charges, in e, on atoms 1 to 8:
1 C -0.513
2 C -0.885
3 C 0.558
4 C -0.174
5 O -0.474
6 C -0.419
7 C -1.188
8 H 0.260

=====

Record 3
The following is a DFT calculation (ωB97M-V/def2-TZVPD) of C2BrO2S as an isolated structure.

Structure (XYZ):
```
6
C2BrO2S ωB97M-V/def2-TZVPD
C 0.268 -0.040 -0.145
C 1.560 -1.160 -1.103
O -0.842 -0.683 0.428
O -0.736 1.355 1.999
S 0.000 0.193 1.601
Br 0.334 -2.159 -2.209
```

- Electronic energy: -3198.69582 Eh
- Charge: -1
- E_LUMO (alpha / beta): 3.55 / 3.52 eV
- Gap between HOMO and LUMO (alpha / beta): 6.78 / 6.64 eV
- Energy above the lowest of the compared OMol25 structures with the same formula, charge and spin: 419.4 kJ/mol

Here is what Mulliken gives for the atomic charges, in e:
1 C -0.109
2 C -0.249
3 O -0.225
4 O -0.537
5 S 0.361
6 Br -0.241

=====

Record 4
The following is a DFT calculation (ωB97M-V/def2-TZVPD) of C23H27ClN4O4 in the gas phase.

Structure (XYZ):
```
59
C23H27ClN4O4 ωB97M-V/def2-TZVPD
O -2.684 -3.196 2.572
C -2.014 -2.321 3.090
C -2.312 -1.880 4.529
O -2.405 -0.483 4.718
C -3.352 0.215 4.026
C -3.323 1.600 4.202
C -4.217 2.411 3.536
C -5.151 1.842 2.682
Cl -6.266 2.855 1.833
C -5.195 0.470 2.506
C -4.298 -0.346 3.175
N -0.995 -1.719 2.448
C -0.114 -0.689 2.951
C -0.327 0.590 2.123
N -0.123 0.347 0.714
C 1.097 0.569 0.109
C 2.257 0.866 0.853
C 3.428 1.157 0.209
C 3.519 1.173 -1.186
N 4.693 1.743 -1.736
O 5.700 1.762 -1.043
O 4.638 2.244 -2.850
C 2.397 0.794 -1.965
N 2.462 0.659 -3.318
C 3.588 0.062 -3.998
C 3.151 -1.241 -4.679
C 1.976 -1.007 -5.622
C 0.828 -0.367 -4.848
C 1.339 0.914 -4.186
C 1.205 0.534 -1.279
C -1.027 -0.679 0.243
C -0.800 -1.977 1.035
H -3.237 -2.383 4.835
H -1.504 -2.208 5.190
H -2.588 2.019 4.870
H -4.190 3.481 3.674
H -5.927 0.033 1.845
H -4.353 -1.411 3.019
H -0.301 -0.490 4.003
H 0.919 -1.037 2.828
H 0.325 1.390 2.468
H -1.364 0.921 2.252
H 2.245 0.869 1.930
H 4.312 1.418 0.771
H 4.375 -0.173 -3.283
H 3.991 0.765 -4.735
H 2.859 -1.961 -3.910
H 4.000 -1.655 -5.225
H 1.657 -1.951 -6.067
H 2.284 -0.340 -6.430
H 0.469 -1.061 -4.084
H -0.003 -0.131 -5.514
H 0.550 1.419 -3.629
H 1.684 1.599 -4.972
H 0.336 0.283 -1.864
H -0.879 -0.878 -0.815
H -2.056 -0.337 0.397
H -1.508 -2.749 0.733
H 0.224 -2.333 0.871
```

- Electronic energy: -1872.73081 Eh
- E_LUMO: 0.04 eV
- SMILES string: O=C(COc1ccc(Cl)cc1)N1CCN(c2ccc([N+](=O)[O-])c(N3CCCCC3)c2)CC1
- Gap between HOMO and LUMO: 8.06 eV
- Energy above the lowest of the compared OMol25 structures with the same formula, charge and spin: 408.6 kJ/mol

These are the Mulliken partial charges, in e, on atoms 1 to 8:
1 O -0.670
2 C 0.873
3 C -0.799
4 O -0.486
5 C 0.487
6 C -0.308
7 C -0.546
8 C 0.296

=====

Record 5
The following is a DFT calculation (ωB97M-V/def2-TZVPD) of a 2-piece molecular cluster, Br2H2O2Si overall.

Structure (XYZ):
```
7
Br2H2O2Si ωB97M-V/def2-TZVPD
O -0.453 -0.252 -0.860
Si 0.489 -1.288 -0.305
O 1.253 -1.255 1.096
Br 1.191 -3.079 -1.434
H 2.093 -1.610 1.119
Br -2.031 2.779 -0.899
H -2.034 1.323 -0.876
```

- Electronic energy: -5589.29954 Eh
- E_LUMO: -0.67 eV
- SMILES string: O=[Si](O)Br.Br
- Gap between HOMO and LUMO: 9.54 eV
- Energy above the lowest of the compared OMol25 structures with the same formula, charge and spin: 277.4 kJ/mol

Here is what Mulliken gives for the atomic charges, in e:
1 O -0.317
2 Si 0.538
3 O -0.378
4 Br -0.159
5 H 0.325
6 Br -0.272
7 H 0.262

=====

Number 1: maximum force 0.0871 Eh/bohr. Number 2: maximum force 0.0205 Eh/bohr. Number 3: maximum force 0.0740 Eh/bohr. Number 4: maximum force 0.0268 Eh/bohr. Number 5: maximum force 0.0618 Eh/bohr.